No. 1
Density functional theory data (ωB97M-V with the def2-TZVPD basis set) for a molecular structure, C2H4ClN in a non-equilibrium geometry.

CARTESIAN COORDINATES (ANGSTROEM)
H  1.53584  1.83276  -0.39670
Cl  2.34772  -0.84974  0.46633
H  -1.09253  -0.45988  1.10093
H  -1.95462  -0.25781  -0.62537
N  -0.17065  0.70847  -0.25371
C  0.97689  0.94777  -0.10721
C  -1.00830  -0.39048  0.01895
H  -0.63436  -1.53109  -0.20322

**Gap between HOMO and LUMO**: 9.79 eV
**Highest occupied orbital energy**: -10.00 eV

natural (NBO) atomic charge list, values in e, 4 entries: 0.227, -0.480, 0.243, 0.226

***

No. 2
Density functional theory data (ωB97M-V with the def2-TZVPD basis set) for C2H4ClN in the gas phase in a non-equilibrium geometry.

CARTESIAN COORDINATES (ANGSTROEM)
C  0.45690  -0.93798  0.35943
N  -0.47743  -0.74516  -0.47446
H  0.70882  -0.41648  1.26890
Cl  -3.01199  -0.12665  0.12424
C  -1.32562  0.41925  -0.25062
H  1.24794  -1.79197  0.18909
H  -1.00323  0.68654  0.70288
H  -1.34744  1.19160  -1.03776

**Gap between HOMO and LUMO**: 10.91 eV
**SMILES string**: C=NCCl
**Highest occupied orbital energy**: -10.07 eV

natural (NBO) atomic charge list, values in e, 4 entries: -0.037, -0.407, 0.149, -0.081

***

No. 3
Density functional theory data (ωB97M-V with the def2-TZVPD basis set) for 2 unconnected molecules or ions with the total composition C2H4ClN2 in a non-equilibrium geometry.

CARTESIAN COORDINATES (ANGSTROEM)
H  1.04267  -0.47126  -0.72935
Cl  -3.78948  3.15126  1.82663
H  0.14299  -1.69851  0.15125
C  -1.12498  1.16923  0.57779
N  -1.83748  2.16742  0.83173
H  1.24673  -0.61185  1.05466
N  -0.52493  0.18185  0.35709
H  -1.90635  2.96279  0.22258
C  0.53853  -0.67718  0.22241

**Gap between HOMO and LUMO (alpha / beta)**: 6.16 / 6.26 eV
**Highest occupied orbital energy (alpha / beta)**: -15.90 / -15.91 eV
**Net charge**: +1

natural (NBO) atomic charge list, values in e, 4 entries: 0.277, 0.289, 0.268, 0.673

***

No. 4
Density functional theory data (ωB97M-V with the def2-TZVPD basis set) for 2 unconnected molecules or ions with the total composition C2H4ClN2 in a non-equilibrium geometry.

CARTESIAN COORDINATES (ANGSTROEM)
H  -0.13883  -1.60830  -0.77913
H  0.24180  -2.07454  0.86742
H  -1.36899  0.63439  0.92083
C  -0.98851  1.06037  -0.06315
Cl  1.90720  -0.73926  0.00739
C  0.48152  -1.54285  0.04145
H  -1.61924  1.32867  -1.02257
N  1.29776  1.52989  -0.03760
N  0.18729  1.41164  0.06537

**⟨S²⟩**: 2.024
**Gap between HOMO and LUMO (alpha / beta)**: 6.78 / 7.44 eV
**Highest occupied orbital energy (alpha / beta)**: -12.75 / -16.01 eV
**Net charge**: +1
**2S+1**: 3

natural (NBO) atomic charge list, values in e, 4 entries: 0.193, 0.200, 0.286, -0.052

***

No. 5
Density functional theory data (ωB97M-V with the def2-TZVPD basis set) for 2 unconnected molecules or ions with the total composition C2H4ClN3 in a non-equilibrium geometry.

CARTESIAN COORDINATES (ANGSTROEM)
C  -1.07199  -0.40918  0.39551
N  0.86753  -1.31967  -0.22011
H  -1.54020  0.04718  1.38285
N  0.82597  -0.23047  -0.94585
N  -0.16792  -1.47543  0.56638
Cl  3.18566  0.81349  0.28281
H  0.46108  1.31794  0.28375
C  -0.18256  0.65161  -0.38894
H  -1.95665  -0.58620  -0.08707
H  -0.42092  1.19072  -1.26934

**Gap between HOMO and LUMO (alpha / beta)**: 8.80 / 6.48 eV
**Highest occupied orbital energy (alpha / beta)**: -10.82 / -10.02 eV

natural (NBO) atomic charge list, values in e, 4 entries: -0.330, -0.036, 0.235, -0.081

***

No. 6
Density functional theory data (ωB97M-V with the def2-TZVPD basis set) for C2H4ClN3 in the gas phase in a non-equilibrium geometry.

CARTESIAN COORDINATES (ANGSTROEM)
N  2.05883  0.24620  1.21220
N  -0.06089  -0.13276  -0.47296
Cl  1.16754  1.56095  -1.79725
C  1.15467  -0.01106  -1.08817
H  1.63051  -0.80732  -1.52237
H  -0.28983  -1.10557  -0.35446
H  -0.55946  1.67045  0.59657
N  1.04744  0.65772  1.55485
H  -1.11711  -0.02852  1.22656
C  -0.32523  0.55131  0.66644

**Gap between HOMO and LUMO (alpha / beta)**: 8.11 / 8.12 eV
**Highest occupied orbital energy (alpha / beta)**: -7.53 / -7.48 eV

natural (NBO) atomic charge list, values in e, 4 entries: -0.043, -0.563, -0.031, -0.128

***

No. 7
Density functional theory data (ωB97M-V with the def2-TZVPD basis set) for 2 unconnected molecules or ions with the total composition C2H4ClN3O3 in a non-equilibrium geometry.

CARTESIAN COORDINATES (ANGSTROEM)
Cl  -0.48690  2.17430  -0.30708
H  0.50433  1.24842  2.19529
H  0.12384  -0.41423  2.01329
N  -1.33312  -0.49173  -1.46106
N  -0.03941  0.54486  1.72045
O  -0.64828  -1.67668  0.33910
H  -1.46707  0.40799  -1.88541
H  -1.62308  -1.32168  -1.95030
O  2.00868  -0.02370  -1.36384
O  2.28053  -0.37870  0.78124
C  -0.78042  -0.61697  -0.24383
N  1.68866  -0.08325  -0.21387
C  -0.22777  0.63139  0.37602

**Gap between HOMO and LUMO (alpha / beta)**: 8.43 / 8.44 eV
**Highest occupied orbital energy (alpha / beta)**: -8.67 / -8.67 eV

natural (NBO) atomic charge list, values in e, 4 entries: 0.073, 0.409, 0.438, -0.790

***

No. 8
Density functional theory data (ωB97M-V with the def2-TZVPD basis set) for C2H4ClN5 in the gas phase in a non-equilibrium geometry.

CARTESIAN COORDINATES (ANGSTROEM)
Cl  0.78307  2.46043  -0.14964
N  0.93029  -0.79421  -0.52244
N  -1.71696  1.49200  0.17268
N  -2.25263  0.29242  0.04122
C  -0.42219  1.26903  -0.02319
H  1.99498  -1.27928  1.12442
N  -1.41708  -0.70567  -0.13029
N  1.98076  -0.50133  0.41045
C  -0.23338  -0.11356  -0.20847
H  -3.22805  0.13845  0.10422
H  0.71922  -1.78163  -0.71374
H  2.86197  -0.47665  -0.10522

**Gap between HOMO and LUMO**: 9.75 eV
**SMILES string**: NNc1n[nH]nc1Cl
**Highest occupied orbital energy**: -8.79 eV

natural (NBO) atomic charge list, values in e, 4 entries: 0.060, -0.464, -0.232, -0.153

***

- Which formula does entry 6 have?
  C2H4ClN3